# 1
The following is a quantum chemistry calculation of a structure of composition C26H25Cl2FeN3O2SSe2SiTe2, from the Open Molecules 2025 dataset.

```
65
Properties=species:S:1:pos:R:3:forces:R:3
Fe -1.8609 0.1288 1.9111 -0.110 0.014 0.178
Se -2.4737 -2.0841 0.7943 0.061 -0.050 0.073
Te -2.4054 -2.1161 3.2274 0.030 0.065 -0.187
Te -1.4889 0.7019 4.5427 0.011 0.091 -0.174
Se -1.3297 2.3832 2.6941 -0.038 -0.046 0.087
C -3.3937 1.4884 -1.1154 0.007 0.010 -0.006
Si -1.6998 1.2084 -0.3904 -0.021 -0.017 0.083
C -0.7780 0.0027 -1.4777 -0.026 0.015 -0.049
C -0.7773 2.8361 -0.3540 0.011 0.006 -0.022
C 0.6206 2.8625 -0.3763 -0.038 -0.001 0.004
C 1.3017 4.0705 -0.3536 0.022 -0.003 0.001
C 0.6012 5.2688 -0.3055 -0.003 0.007 -0.004
C -0.7861 5.2582 -0.2824 -0.005 -0.005 0.002
C -1.4693 4.0496 -0.3066 0.008 0.000 -0.012
H -3.2431 1.7556 -2.1679 0.015 -0.009 0.007
H -3.9457 2.2982 -0.6418 -0.034 -0.002 0.015
H -4.0039 0.5872 -1.0599 -0.019 0.013 0.006
H -0.5632 0.5126 -2.4240 -0.035 0.015 0.007
H -1.4030 -0.8668 -1.6881 0.045 -0.012 -0.006
H 0.1675 -0.3191 -1.0496 0.025 -0.018 0.032
H 1.1744 1.9297 -0.3757 0.023 0.006 0.006
H 2.3850 4.0763 -0.3607 -0.003 -0.004 0.000
H 1.1362 6.2108 -0.2808 0.001 -0.004 -0.002
H -1.3375 6.1900 -0.2416 0.001 -0.003 0.001
H -2.5542 4.0566 -0.2800 0.011 0.003 0.009
Cl 2.2164 -1.9027 -2.7499 -0.004 0.015 -0.017
C 3.8917 -2.2627 -2.5222 0.013 0.021 -0.011
C 4.7136 -2.3646 -3.6323 0.016 0.009 0.009
C 6.0605 -2.6387 -3.4565 -0.007 -0.005 -0.016
C 6.5793 -2.8096 -2.1847 -0.008 -0.004 0.005
C 5.7370 -2.7095 -1.0880 0.005 -0.039 0.001
Cl 6.4066 -2.9415 0.4937 -0.010 -0.004 -0.001
C 4.3750 -2.4357 -1.2200 -0.044 0.040 -0.056
N 3.5419 -2.3235 -0.0949 0.209 0.123 0.134
C 2.6253 -3.3223 0.2102 -0.130 -0.072 0.067
C 2.6219 -4.5440 -0.4642 0.013 -0.004 0.008
C 1.7069 -5.5330 -0.1375 0.002 -0.010 0.003
C 0.7831 -5.3264 0.8723 0.017 0.013 -0.009
C 0.8011 -4.1180 1.5580 -0.028 -0.004 -0.006
C 1.7022 -3.1091 1.2544 0.047 0.024 -0.003
C 1.7226 -1.8386 2.0787 -0.034 -0.004 -0.009
C 1.2422 -0.6099 1.3027 0.004 0.021 -0.108
O 2.0014 -0.0923 0.4706 0.047 -0.035 0.058
O 0.0659 -0.1968 1.5468 -0.020 -0.128 -0.017
H 4.2945 -2.2234 -4.6185 -0.003 0.002 0.004
H 6.7105 -2.7177 -4.3180 -0.001 0.003 0.003
H 7.6280 -3.0216 -2.0318 -0.003 0.000 0.005
H 3.2274 -1.3708 0.1283 -0.118 -0.048 -0.102
H 3.3372 -4.7179 -1.2589 -0.004 0.006 0.006
H 1.7208 -6.4680 -0.6846 -0.004 0.002 0.003
H 0.0606 -6.0902 1.1283 0.000 0.005 0.008
H 0.0937 -3.9469 2.3603 -0.004 0.003 0.005
H 2.7457 -1.6410 2.4110 0.002 0.017 0.002
H 1.0862 -1.9630 2.9540 0.010 -0.028 0.011
S -4.3973 0.1369 1.8820 0.081 -0.061 0.007
C -5.2065 1.6493 1.5092 -0.046 0.150 -0.019
N -4.6289 2.8016 1.9856 0.103 -0.030 0.055
C -5.1158 4.0520 1.6032 -0.026 0.042 0.003
C -6.2701 4.0749 0.8618 0.006 -0.021 0.002
C -6.8704 2.8765 0.5040 0.007 0.042 0.000
N -6.2941 1.6480 0.8103 -0.002 -0.061 -0.002
H -3.7381 2.7279 2.4666 -0.024 -0.022 -0.068
H -4.5645 4.9157 1.9391 0.000 -0.009 -0.005
H -6.7003 5.0216 0.5617 0.000 -0.003 0.003
H -7.7863 2.8450 -0.0682 0.001 -0.016 0.000
```
Forces are in eV/Å.

Output
- Net charge: -1
- Molar mass: 1011.53 g mol⁻¹
- Largest force on an atom: 0.28 eV/A
- Multiplicity: 6
- Energy above the lowest of the compared OMol25 structures with the same formula, charge and spin: 3.2076 eV
- Electronic energy: -9531.3513 Eh
- Orbital gap (spin up / spin down): 0.1419 / 0.1883 hartree

---

# 2
The following is a quantum chemistry calculation of a structure of composition C26H25F4N4O2Re, from the Open Molecules 2025 dataset.

```
62
Properties=species:S:1:pos:R:3:forces:R:3
Re -0.1843 0.0376 0.6052 2.230 0.657 -2.414
O -1.8743 -0.6455 -0.3643 0.411 0.341 0.197
C -1.8448 -1.7372 -1.0832 -0.009 -0.500 0.006
C -2.6146 -1.8103 -2.2623 -0.006 0.174 -0.007
C -2.5649 -2.9160 -3.0764 0.055 0.083 0.087
C -1.7817 -4.0315 -2.7428 0.098 -0.131 0.047
C -1.0901 -4.0267 -1.5611 0.022 -0.160 -0.086
C -1.0944 -2.8992 -0.7198 -0.086 0.415 0.021
C -0.4883 -2.9619 0.5692 -0.284 0.021 -0.255
N -0.1069 -1.9238 1.2456 -0.264 -0.083 0.430
C 0.1277 -2.0304 2.6790 0.067 0.089 0.207
C -0.8370 -1.0413 3.3235 -0.077 -0.348 0.125
N -0.7693 0.2279 2.5946 -0.230 0.052 0.047
C -0.9533 1.3282 3.2614 -0.089 -0.084 0.102
C -1.0109 2.6442 2.7339 -0.017 0.012 -0.522
C -1.2545 3.7175 3.6192 -0.022 0.052 0.067
C -1.3635 5.0033 3.1688 -0.047 0.044 0.095
C -1.2576 5.2618 1.7925 0.006 -0.121 0.019
C -1.0279 4.2442 0.9032 0.154 -0.255 -0.197
C -0.8689 2.9108 1.3438 -0.048 0.676 0.590
O -0.5686 1.9947 0.4675 -0.284 -1.171 0.170
H -3.2014 -0.9406 -2.5300 -0.027 -0.022 0.028
H -3.1334 -2.9239 -3.9979 -0.018 0.021 0.012
H -1.7359 -4.8881 -3.4001 -0.027 0.008 0.003
H -0.4961 -4.8873 -1.2735 -0.053 -0.017 0.017
H -0.4065 -3.9449 1.0330 0.173 0.032 0.040
H 1.1587 -1.7531 2.9094 -0.017 -0.015 -0.028
H -0.0602 -3.0372 3.0553 0.027 -0.025 -0.062
H -0.6113 -0.9171 4.3840 -0.007 0.117 -0.015
H -1.8532 -1.4352 3.2315 0.004 0.035 0.009
H -1.0964 1.2485 4.3390 0.058 -0.082 -0.002
H -1.3635 3.5027 4.6762 0.001 -0.014 -0.007
H -1.5507 5.8115 3.8615 0.009 -0.007 -0.004
H -1.3602 6.2755 1.4284 -0.017 -0.005 -0.013
H -0.9553 4.4190 -0.1626 0.018 0.066 0.019
C 2.3770 1.0950 2.4009 -0.052 0.004 0.255
N 1.9962 0.7214 1.0324 -0.642 -0.131 -0.171
C 2.3342 1.8571 0.1416 0.100 0.183 -0.031
C 2.7413 -0.4746 0.6082 -0.075 -0.172 -0.087
C 2.1988 -1.0388 -0.7195 0.337 0.244 0.023
N 0.8925 -0.4663 -1.0474 -1.220 0.319 1.527
C 0.5410 -0.4866 -2.3978 -0.276 -0.112 -0.965
C -0.2488 0.5281 -2.9706 0.358 -0.234 0.371
F -0.6683 1.5309 -2.2106 -0.078 0.281 0.259
C -0.5710 0.5476 -4.3105 0.017 -0.184 -0.216
F -1.3079 1.5545 -4.7795 -0.016 0.070 0.053
C -0.1435 -0.4446 -5.1687 -0.013 0.039 0.073
C 0.6104 -1.4645 -4.6316 -0.047 0.033 -0.065
F 1.0106 -2.4731 -5.4057 0.055 -0.054 -0.014
C 0.9488 -1.4898 -3.2928 -0.172 0.008 0.295
F 1.6223 -2.5586 -2.8454 0.068 -0.060 0.021
H 3.4437 1.3316 2.4529 -0.003 -0.020 -0.037
H 2.1655 0.2815 3.0938 -0.005 -0.021 -0.058
H 1.8129 1.9731 2.7131 -0.014 -0.007 -0.051
H 3.4142 2.0330 0.1551 -0.005 -0.048 0.064
H 1.8252 2.7557 0.4795 -0.010 -0.023 0.049
H 2.0176 1.6535 -0.8761 -0.002 -0.041 -0.009
H 2.6410 -1.2259 1.3909 0.009 0.065 0.049
H 3.8047 -0.2362 0.5086 0.008 -0.013 0.024
H 2.1241 -2.1239 -0.6244 0.019 0.023 -0.046
H 2.9017 -0.8342 -1.5280 -0.020 0.013 -0.042
H -0.3905 -0.4218 -6.2202 -0.023 -0.020 0.005
```
Forces are in eV/Å.

Output
- Net charge: +1
- Molar mass: 687.71 g mol⁻¹
- Largest force on an atom: 3.35 eV/A
- Multiplicity: 2
- Energy above the lowest of the compared OMol25 structures with the same formula, charge and spin: 0.3101 eV
- Electronic energy: -1852.8145 Eh
- Orbital gap (spin up / spin down): 0.2222 / 0.2303 hartree

---

# 3
The following is a quantum chemistry calculation of a structure of composition C26H25F9NO2Sr, from the Open Molecules 2025 dataset.

```
64
Properties=species:S:1:pos:R:3:forces:R:3
C -0.7954 0.4382 -2.2574 -0.005 -0.545 -0.307
C 0.2858 -0.4741 -2.2897 -0.624 -0.029 -0.045
C -0.1908 -1.7311 -1.8451 -0.096 -0.008 0.073
H 1.2867 -0.2612 -2.6567 -0.248 -0.027 0.187
C -1.5751 -1.5940 -1.5407 0.175 0.028 0.286
C -1.9450 -0.2457 -1.7873 0.244 -0.003 -0.122
H -2.2503 -2.4002 -1.2602 0.104 0.163 -0.056
C 2.0605 1.8583 1.1313 0.180 -0.386 -0.260
C 2.2629 1.3721 -0.1853 0.337 -0.023 0.549
C 2.5613 -0.0124 -0.1003 -0.103 0.060 0.615
H 2.2405 1.9605 -1.0990 -0.021 -0.099 0.235
C 2.4924 -0.3946 1.2640 -0.025 0.473 -0.350
C 2.1650 0.7668 2.0319 -0.074 -0.240 -0.221
H 0.3706 -2.6639 -1.8619 -0.096 0.173 0.110
H -2.9439 0.1745 -1.6968 0.204 -0.086 0.013
H -0.7607 1.4613 -2.6117 0.022 -0.218 0.291
H 2.0526 0.7989 3.1185 0.127 0.111 -0.359
H 2.8504 -0.6773 -0.9121 -0.277 0.236 0.130
H 1.9361 2.8972 1.4148 -0.201 -0.251 -0.109
Sr -0.3647 0.0609 0.6992 1.045 0.434 -2.157
C 2.5296 -1.8117 1.7864 -0.194 0.222 -0.024
C 3.0186 -1.7974 3.2417 0.055 -0.161 0.019
C 3.4394 -2.7043 0.9342 0.106 -0.194 0.015
H 3.9683 -1.2434 3.2944 -0.301 -0.148 -0.062
H 3.1903 -2.8162 3.6118 -0.110 0.163 0.023
H 2.2879 -1.3111 3.8995 0.248 -0.145 -0.124
H 4.4441 -2.2594 0.8621 -0.328 -0.087 0.047
H 3.0609 -2.8551 -0.0868 0.019 0.159 0.244
H 3.5431 -3.6948 1.3982 -0.033 0.075 -0.073
C 1.0362 -2.2742 1.6564 -0.496 -0.470 0.456
C 0.5590 -3.4443 2.4923 -0.293 0.986 0.578
H 0.7946 -2.4437 0.5912 0.089 0.340 0.270
H 0.4126 -1.4691 2.1222 0.791 -0.800 -0.125
O 0.4814 -3.2650 3.7027 0.231 -1.204 -0.592
N 0.1436 -4.5902 1.8220 -0.184 -0.308 0.781
C -0.9703 -4.4923 0.8553 0.255 -0.033 0.156
H 0.0327 -5.3692 2.4678 -0.145 0.339 -0.060
C -0.5781 -4.9886 -0.5126 0.098 -0.203 -0.462
C -1.5454 -5.0549 -1.5246 0.342 -0.009 -0.077
H -2.5868 -4.8293 -1.2739 0.335 0.011 -0.211
C -1.1733 -5.3775 -2.8312 0.054 -0.064 0.285
H -1.9300 -5.3854 -3.6192 0.291 -0.005 0.226
C 0.1625 -5.6848 -3.1216 -0.015 0.019 0.254
H 0.4525 -5.9325 -4.1436 -0.064 0.091 0.278
C 1.1165 -5.6904 -2.0979 -0.399 0.023 0.183
H 2.1538 -5.9571 -2.3026 -0.273 0.078 -0.023
C 0.7432 -5.3517 -0.7885 -0.136 0.035 -0.373
H 1.4674 -5.3559 0.0303 -0.199 0.092 -0.413
H -1.3311 -3.4482 0.7858 0.247 -0.383 -0.049
H -1.8188 -5.0835 1.2377 0.235 0.212 -0.062
F 0.8320 4.4544 -0.2105 -0.998 0.054 -0.472
C -0.3559 4.2622 -0.8465 0.774 -0.142 -0.335
F -0.8924 5.4802 -1.1004 0.382 -0.334 -0.048
F -0.0514 3.6738 -2.0357 -0.328 0.723 0.926
C -1.3148 3.3511 -0.0189 0.603 -1.432 0.193
O -0.8038 2.1028 0.0239 -1.193 2.227 0.270
C -1.4514 3.8732 1.4525 0.519 0.050 0.198
F -1.9384 5.1348 1.5370 0.210 -0.582 0.269
F -2.2688 3.0486 2.1653 0.360 0.655 -0.348
F -0.2431 3.8483 2.0845 -1.214 0.172 -0.403
C -2.7209 3.3335 -0.7100 -0.126 -0.430 -0.458
F -3.3601 4.5257 -0.6409 -0.032 -0.641 -0.122
F -2.6011 2.9979 -2.0268 -0.283 0.453 1.105
F -3.5214 2.3893 -0.1430 0.430 0.830 -0.362
```
Forces are in eV/Å.

Output
- Net charge: -1
- Molar mass: 642.09 g mol⁻¹
- Largest force on an atom: 2.54 eV/A
- Electronic energy: -2140.6337 Eh
- Orbital gap: 0.2226 hartree

---

# 4
The following is a quantum chemistry calculation of a structure of composition C26H25FeNOSi, from the Open Molecules 2025 dataset.

```
55
Properties=species:S:1:pos:R:3:forces:R:3
C -1.9973 0.9574 -0.8452 -0.690 0.052 1.461
C -1.5022 1.9069 0.1128 -0.739 -1.169 -0.268
C -1.5579 1.2947 1.4011 -0.695 -0.204 -0.437
C -2.1065 -0.0142 1.2638 -0.653 0.913 -1.162
C -2.3868 -0.2360 -0.1284 0.047 1.527 0.588
Fe 0.0298 -0.0797 -0.1519 -0.893 3.998 5.212
C 1.9016 1.3495 0.0954 0.290 0.009 0.468
C 1.2958 0.9940 -1.1088 -0.007 2.286 -2.091
C 1.1832 1.5501 -2.3403 0.301 -0.156 0.457
N 0.2205 -0.7985 -1.5408 0.650 -5.696 -6.866
H -1.2708 1.7721 2.3298 0.150 -0.146 -0.037
H -1.1856 2.9115 -0.1298 0.234 -0.073 0.075
H -2.3418 -0.7115 2.0508 0.315 -0.088 0.128
H -2.8557 -1.1060 -0.5709 0.223 -0.035 0.062
H -2.1239 1.1303 -1.9054 0.268 -0.108 0.058
H 1.5818 2.2422 0.6406 -0.072 -0.311 -0.178
H 0.3914 -1.3862 -2.3654 0.421 0.792 0.303
H 2.8058 0.8639 0.4395 0.022 -0.133 0.033
H 1.7162 2.4816 -2.5736 0.125 -0.385 0.055
H 0.5545 1.1124 -3.1190 0.008 0.221 0.364
O 0.4808 -1.0461 1.4309 1.332 -2.730 2.077
Si 1.0990 -2.4582 1.9045 -1.539 3.155 -1.264
C 2.4223 -2.0937 3.1617 0.244 -0.426 0.186
C 3.0861 -3.1319 3.8197 0.577 0.523 0.557
C 4.0785 -2.8393 4.7699 -0.208 -0.129 -0.180
C 4.4055 -1.5096 5.0506 -0.159 -0.056 -0.119
C 3.7383 -0.4719 4.3894 -0.094 -0.283 -0.064
C 2.7472 -0.7604 3.4464 0.270 -0.056 0.325
C -0.2957 -3.4147 2.7027 0.120 -0.070 0.340
C -1.4393 -3.7154 1.9463 -0.298 -0.516 0.327
C -2.4549 -4.5024 2.5009 0.182 0.259 0.043
C -2.3617 -4.9280 3.8295 0.196 0.047 -0.003
C -1.2750 -4.5347 4.6142 -0.078 0.171 -0.093
C -0.2539 -3.7552 4.0598 -0.591 -0.497 -0.140
C 1.8083 -3.4865 0.5116 0.324 -0.297 -0.057
C 0.9956 -3.8760 -0.5676 0.220 -0.415 -0.287
C 1.5141 -4.6695 -1.5996 0.049 0.196 0.228
C 2.8495 -5.0751 -1.5724 0.082 0.122 0.332
C 3.6703 -4.6698 -0.5153 -0.054 0.082 -0.162
C 3.1597 -3.8565 0.5048 -0.056 -0.444 -0.571
H 2.8275 -4.1709 3.5935 0.118 0.269 0.106
H 4.5803 -3.6610 5.2849 -0.018 0.251 -0.060
H 5.1761 -1.2782 5.7877 -0.155 -0.075 -0.148
H 3.9818 0.5661 4.6099 0.017 -0.168 -0.015
H 2.2180 0.0453 2.9322 0.048 -0.321 -0.025
H -1.5569 -3.3308 0.9282 0.188 -0.122 0.353
H -3.3281 -4.7691 1.9021 0.193 0.084 0.158
H -3.1446 -5.5516 4.2581 0.094 0.099 -0.050
H -1.2232 -4.8216 5.6641 -0.076 0.017 -0.141
H 0.5650 -3.4048 4.6918 -0.138 -0.230 -0.228
H -0.0488 -3.5586 -0.6291 0.452 0.035 0.083
H 0.8843 -4.9605 -2.4408 0.067 0.096 0.192
H 3.2583 -5.6914 -2.3754 -0.112 0.126 0.181
H 4.7195 -4.9759 -0.4974 -0.246 0.116 -0.020
H 3.8421 -3.5091 1.2815 -0.257 -0.108 -0.083
```
Forces are in eV/Å.

Output
- Net charge: -2
- Molar mass: 451.42 g mol⁻¹
- Largest force on an atom: 8.95 eV/A
- Multiplicity: 5
- Electronic energy: -2688.7721 Eh
- Orbital gap (spin up / spin down): 0.1341 / 0.1353 hartree

---

> Among the records above, which one has the highest net charge?

C26H25F4N4O2Re

---

> Look up the molar mass of the second one.

687.71 g mol⁻¹

---

> What is the formula in the fourth record?

C26H25FeNOSi